Here is 2 unconnected molecules or ions with the total composition I2O2P at a distorted geometry from the OMol25 dataset. Energies are from the ωB97M-V functional and the def2-TZVPD basis.

Structure (XYZ):
```
5
Properties=species:S:1:pos:R:3:forces:R:3:nbo_charge:R:1
O 0.57892 -0.21609 -1.94378 -0.859 -0.149 1.326 -1.105
O -1.34339 -1.59202 -0.77956 0.926 0.736 0.503 -1.097
P -0.25570 -0.54281 -0.71130 -0.993 -0.179 -3.008 1.587
I -0.43712 3.28538 2.42812 0.043 -0.100 -0.036 -0.014
I 1.45728 -0.93445 1.00652 0.884 -0.308 1.216 -0.369
```
Positions in Å, forces in eV/Å.

Calculated values
**Net charge**: -1
**M**: 316.78 g mol⁻¹
**Orbital gap (alpha / beta)**: 6.10 / 4.51 eV
**Multiplicity**: 3
**<S²>**: 2.009
**HOMO energy (alpha / beta)**: -3.40 / -5.24 eV

Here is a molecular structure, C56H76N3O3PPdS2 from the OMol25 dataset. Energies are from the ωB97M-V functional and the def2-TZVPD basis.

Structure (XYZ):
```
142
Properties=species:S:1:pos:R:3:forces:R:3:lowdin_charge:R:1
Pd 0.58308 -0.18732 -0.43934 0.098 -0.095 0.243 0.254
C 3.64380 -3.53088 0.57515 -0.005 0.012 -0.033 -0.081
C 2.41359 -2.62773 0.60040 0.050 0.202 0.086 -0.387
C 1.65072 -2.72535 -0.72535 0.087 -0.048 0.202 -0.102
C 1.48588 -2.88451 1.77488 0.115 -0.126 -0.006 -0.131
C 1.37351 -4.16175 2.31263 0.010 -0.059 -0.007 -0.063
C 0.51678 -4.44593 3.36625 0.008 -0.004 -0.021 -0.115
C -0.27407 -3.43172 3.88209 -0.041 -0.018 -0.048 -0.072
C -0.21338 -2.14515 3.36223 -0.122 -0.045 0.033 -0.143
C -1.15536 -1.07187 3.87351 0.012 0.068 -0.047 -0.369
C -2.61248 -1.53006 3.82776 0.002 -0.014 0.040 -0.065
C -0.76593 -0.60729 5.27592 0.007 -0.002 0.003 -0.063
C 0.69603 -1.85667 2.32809 -0.069 0.070 -0.145 -0.171
N 0.68857 -0.55593 1.81752 0.013 0.129 0.115 0.020
C 1.48033 0.32570 2.33460 0.021 -0.012 0.047 -0.129
C 1.48920 1.74091 2.07909 0.143 -0.020 0.025 -0.169
C 2.47946 2.47716 2.74672 0.034 -0.005 0.042 -0.090
C 2.65184 3.83284 2.58943 0.007 0.002 -0.004 -0.149
C 1.79645 4.49843 1.69255 0.019 0.074 0.012 -0.133
C 0.82212 3.82715 1.00691 -0.049 0.020 -0.044 -0.045
C 0.60422 2.41523 1.16000 -0.077 0.029 0.095 -0.266
N -0.34836 1.75014 0.52603 0.008 -0.002 -0.222 0.042
C -1.28985 2.42326 -0.24202 -0.065 -0.154 0.088 -0.187
C -1.20979 2.47555 -1.65470 -0.034 0.001 -0.015 -0.129
C -2.22604 3.10660 -2.36278 -0.008 -0.042 -0.029 -0.068
C -3.32853 3.66466 -1.73338 -0.053 0.014 -0.078 -0.124
C -3.43380 3.56113 -0.35541 0.007 0.011 0.036 -0.074
C -2.44115 2.94828 0.39544 0.042 0.007 -0.046 -0.149
C -2.62070 2.79268 1.89329 0.066 -0.009 -0.015 -0.372
C -3.82722 1.90586 2.20452 -0.016 0.004 0.001 -0.069
C -2.72419 4.14128 2.60440 -0.020 -0.013 0.002 -0.069
C -0.04779 1.85559 -2.40717 -0.126 0.146 0.169 -0.392
C -0.50288 1.00123 -3.58706 0.023 0.018 -0.017 -0.073
C 0.98067 2.90271 -2.82599 -0.037 -0.003 -0.045 -0.060
H 4.34664 -3.14304 -0.16288 0.023 -0.002 -0.025 0.080
H 3.39502 -4.55549 0.28399 -0.017 -0.029 -0.003 0.065
H 4.14375 -3.56616 1.54520 0.016 0.020 0.036 0.077
H 2.76980 -1.59646 0.68132 -0.017 -0.103 -0.036 0.070
H 1.22042 -3.72920 -0.83326 0.037 -0.007 -0.058 0.069
H 2.30291 -2.50486 -1.57085 -0.003 0.017 0.030 0.071
H 0.80770 -1.98598 -0.72798 0.013 -0.422 -0.210 0.009
H 1.98618 -4.95440 1.90065 0.001 -0.033 0.000 0.097
H 0.45854 -5.44977 3.77025 0.012 -0.017 0.016 0.086
H -0.96535 -3.64708 4.68995 -0.008 -0.007 0.025 0.099
H -1.06304 -0.22001 3.19677 0.013 -0.029 0.005 0.120
H -2.79571 -2.37448 4.49733 -0.003 -0.022 0.019 0.065
H -2.88522 -1.83555 2.81657 -0.007 -0.008 -0.031 0.066
H -3.27761 -0.71652 4.12541 -0.012 0.025 0.002 0.064
H -0.81167 -1.43483 5.98971 -0.005 -0.025 0.016 0.070
H -1.43689 0.18089 5.62502 -0.025 0.029 0.009 0.070
H 0.25117 -0.21434 5.28150 0.033 0.014 -0.006 0.075
H 2.24992 -0.00468 3.04949 -0.020 -0.020 0.003 0.124
H 3.14031 1.92964 3.41374 0.002 0.001 0.003 0.096
H 3.42926 4.36433 3.12343 0.004 0.004 -0.003 0.072
H 1.91192 5.56657 1.53112 0.003 -0.002 0.000 0.085
H 0.18913 4.36265 0.30815 -0.001 -0.003 0.007 0.103
H -2.15255 3.15676 -3.44372 -0.005 0.019 -0.028 0.100
H -4.10348 4.15668 -2.31174 0.005 0.002 0.002 0.083
H -4.30902 3.96209 0.14741 -0.016 0.013 0.005 0.097
H -1.73245 2.27918 2.26238 -0.006 0.006 0.020 0.117
H -4.75258 2.34657 1.82245 -0.015 0.015 -0.001 0.066
H -3.94050 1.76542 3.28322 0.002 -0.002 0.030 0.065
H -3.70610 0.92450 1.74260 0.021 -0.035 -0.024 0.074
H -3.60691 4.69653 2.27330 -0.011 0.013 -0.005 0.065
H -1.84249 4.74923 2.40173 0.030 0.015 -0.014 0.072
H -2.80082 4.00340 3.68628 -0.007 -0.006 0.025 0.069
H 0.47575 1.17716 -1.70041 -0.013 0.240 -0.328 0.030
H -0.96776 1.59779 -4.37874 -0.007 0.018 -0.030 0.065
H -1.21638 0.24691 -3.24809 -0.032 0.017 0.016 0.052
H 0.35945 0.48813 -4.01849 0.021 -0.015 -0.010 0.082
H 0.53295 3.62880 -3.51432 0.009 0.023 -0.022 0.073
H 1.82900 2.42583 -3.32096 0.020 -0.009 -0.004 0.069
H 1.36266 3.44057 -1.95745 -0.004 0.006 0.040 0.070
O -1.95172 -1.24433 -1.07698 -0.255 0.255 -0.046 -0.329
P -2.93791 -2.29301 -1.44750 0.154 0.037 0.113 0.802
C -2.47194 -2.89602 -3.12130 -0.020 0.015 -0.057 -0.330
C -0.94521 -2.82633 -3.28718 0.031 -0.022 0.064 -0.193
C -0.56726 -2.94899 -4.75913 0.020 0.010 0.017 -0.187
C -1.12507 -4.22781 -5.37607 -0.004 -0.016 -0.003 -0.208
C -2.63496 -4.32576 -5.17507 -0.012 -0.003 0.000 -0.203
C -3.00721 -4.20693 -3.69667 0.001 0.008 -0.008 -0.205
C -4.66506 -1.62725 -1.45260 -0.030 -0.028 -0.017 -0.332
C -5.73629 -2.32774 -2.30981 0.010 -0.031 0.044 -0.194
C -5.78689 -1.87841 -3.77040 0.008 -0.023 0.016 -0.206
C -5.84016 -0.35908 -3.88157 -0.036 0.028 0.008 -0.205
C -4.66172 0.27702 -3.15385 0.049 -0.026 0.016 -0.193
C -4.66055 -0.10325 -1.67816 0.037 -0.023 -0.001 -0.184
C -2.95493 -3.48227 -0.04457 -0.067 -0.023 -0.025 -0.331
C -4.05458 -4.53623 0.12310 0.027 -0.004 0.035 -0.182
C -3.76496 -5.85440 -0.58992 -0.030 -0.002 -0.027 -0.203
C -2.38114 -6.38913 -0.22750 0.004 -0.014 0.047 -0.200
C -1.29968 -5.35296 -0.51910 -0.019 0.028 -0.047 -0.191
C -1.56401 -4.05887 0.24021 0.008 0.076 -0.023 -0.176
H -2.87284 -2.07547 -3.73179 -0.015 0.012 -0.043 0.101
H -0.47489 -3.64003 -2.72432 0.014 0.040 -0.007 0.102
H -0.56846 -1.89645 -2.85996 0.019 -0.043 -0.016 0.083
H 0.51881 -2.91340 -4.86265 0.006 0.001 -0.004 0.117
H -0.96147 -2.08095 -5.29925 -0.008 0.029 -0.016 0.115
H -0.64760 -5.09023 -4.89694 0.006 -0.021 0.003 0.113
H -0.88103 -4.28329 -6.44043 0.005 0.005 -0.001 0.103
H -3.01586 -5.26743 -5.58160 -0.002 -0.005 0.001 0.104
H -3.12672 -3.51882 -5.73074 -0.009 0.018 -0.018 0.109
H -2.55598 -5.04498 -3.15853 -0.036 0.012 -0.048 0.091
H -4.08911 -4.29694 -3.57791 -0.038 0.011 0.020 0.092
H -4.95188 -1.78765 -0.40577 0.065 0.011 0.009 0.111
H -6.71049 -2.10011 -1.85986 -0.004 0.018 0.004 0.114
H -5.63083 -3.41465 -2.25443 0.006 -0.021 0.004 0.086
H -6.65770 -2.33305 -4.25390 0.007 0.006 0.011 0.107
H -4.91207 -2.24269 -4.31219 0.058 -0.028 -0.018 0.086
H -6.77140 -0.00109 -3.42516 -0.025 0.019 -0.016 0.110
H -5.86475 -0.05524 -4.93156 0.021 -0.008 -0.006 0.105
H -4.68362 1.36270 -3.24449 -0.007 0.061 0.016 0.102
H -3.72256 -0.04212 -3.61576 0.049 -0.002 -0.026 0.104
H -5.56357 0.30992 -1.21329 -0.024 0.004 0.013 0.118
H -3.80219 0.34309 -1.17222 0.008 0.004 -0.008 0.097
H -3.12743 -2.70603 0.71530 0.013 -0.043 -0.004 0.101
H -5.02903 -4.14474 -0.17774 -0.033 0.020 -0.021 0.091
H -4.13055 -4.74513 1.19748 0.003 0.001 -0.003 0.118
H -3.82703 -5.71199 -1.67145 -0.014 -0.006 0.014 0.083
H -4.53598 -6.58603 -0.32871 0.003 -0.001 0.003 0.104
H -2.18268 -7.32188 -0.76334 0.000 0.001 -0.013 0.104
H -2.36130 -6.62630 0.84278 0.005 -0.020 0.009 0.112
H -1.27572 -5.15642 -1.59583 0.045 -0.036 0.064 0.082
H -0.31280 -5.73586 -0.25137 0.018 -0.020 0.029 0.109
H -0.80331 -3.30187 0.03216 -0.112 -0.076 0.022 0.084
H -1.49545 -4.26877 1.31204 0.023 0.010 0.065 0.112
O 7.29090 -0.40944 -3.80607 0.006 0.013 -0.023 -0.346
S 6.07649 0.34896 -4.01499 -0.047 -0.053 -0.016 0.589
O 5.68647 0.54271 -5.39420 0.038 -0.009 -0.019 -0.344
N 4.85682 -0.20928 -3.11739 -0.005 -0.108 -0.023 -0.130
C 4.46736 0.65720 -2.18988 0.016 0.135 0.023 -0.833
S 3.25310 0.47272 -1.06088 -0.020 -0.092 0.045 0.727
C 5.25469 1.94722 -2.22286 -0.154 -0.074 0.029 -0.236
C 5.10381 3.07008 -1.42447 0.008 0.014 -0.002 -0.034
C 5.94423 4.15072 -1.65158 0.021 0.000 -0.023 -0.086
C 6.91475 4.11042 -2.65362 0.008 -0.008 -0.009 -0.104
C 7.05972 2.98367 -3.45370 -0.009 0.045 0.046 -0.059
C 6.21055 1.92159 -3.21205 0.136 0.073 -0.059 -0.236
H 4.34103 3.07922 -0.65591 -0.025 -0.004 0.025 0.092
H 5.84215 5.04132 -1.04371 0.006 0.015 0.011 0.094
H 7.55978 4.96700 -2.80984 0.003 0.014 -0.002 0.088
H 7.80534 2.93743 -4.23655 0.013 0.001 -0.021 0.109
```
Positions in Å, forces in eV/Å.

Calculated values
**Net charge**: -2
**M**: 1040.77 g mol⁻¹
**Orbital gap**: 4.09 eV
**HOMO energy**: -0.42 eV

Here is a molecular structure, C4H4NO4 at a distorted geometry from the OMol25 dataset. Energies are from the ωB97M-V functional and the def2-TZVPD basis.

Structure (XYZ):
```
13
Properties=species:S:1:pos:R:3:forces:R:3:nbo_charge:R:1
C 0.50633 -0.58299 0.27423 2.309 -1.230 1.087 -0.354
C -0.24830 -1.54792 -0.25191 0.224 3.199 -0.149 0.098
C -0.38462 2.06973 1.26423 0.639 -1.719 -2.343 0.826
C 0.10537 0.75346 -0.18114 -2.369 0.945 1.034 0.144
N -1.17467 0.40103 -0.89120 3.021 -0.174 -2.145 -0.345
O -1.42988 1.76246 1.78031 -0.645 -0.129 0.710 -0.718
O 0.42611 2.98236 1.25241 -0.034 0.131 -0.002 -0.734
O -1.19724 -1.05544 -1.06622 -1.205 0.412 -0.480 -0.403
O 0.91424 1.50904 -1.00432 -0.107 1.883 0.662 -0.738
H 1.38607 -0.81550 0.91790 -0.874 0.416 -0.521 0.205
H -0.31248 -2.56484 -0.18597 0.388 -2.510 0.385 0.178
H -1.83397 0.52842 -0.22350 -2.884 0.332 2.652 0.345
H 0.59137 2.42320 -0.67816 1.539 -1.556 -0.890 0.497
```
Positions in Å, forces in eV/Å.

Calculated values
**Net charge**: -1
**M**: 130.08 g mol⁻¹
**Orbital gap**: 7.27 eV
**Relative energy (zero: lowest compared OMol25 entry of this formula, charge and spin)**: 3.040 eV
**HOMO energy**: -3.37 eV